Entry 1:
88
Properties=species:S:1:pos:R:3:forces:R:3 method="wB97M-V/def2-TZVPD" e_homo_ev=-7.894 homo_lumo_gap_ev=7.83 smiles="CCCCCCCCN(CCCCCCCC)C(=S)SCCCP(CC)CCc1ccccc1" lumo_ha=-0.00234
C -3.1082 -7.7671 -1.2389 0.379 -0.102 0.569
C -1.9393 -7.0636 -0.4992 0.250 -0.192 -0.669
C -1.2854 -5.9196 -1.3196 -0.709 0.393 0.702
C -1.5697 -4.5239 -0.7202 0.733 -0.059 -0.101
C -0.6378 -4.2041 0.4650 0.470 -0.035 -0.472
C -0.4101 -2.6972 0.7479 -0.694 0.098 0.367
C -1.5633 -1.7617 0.3250 0.375 0.325 1.116
C -2.7341 -1.7706 1.3529 -0.413 -0.080 -1.479
N -2.8353 -0.4864 2.0697 0.078 -0.893 0.174
C -4.2076 0.0251 2.1727 -0.162 1.308 0.072
C -4.7075 0.6040 0.8379 0.816 -0.505 -0.125
C -3.8097 1.7453 0.3335 -0.967 0.206 -0.565
C -4.0565 2.0775 -1.1678 0.590 0.578 0.163
C -2.7874 1.9217 -2.0368 -0.244 -0.502 -0.475
C -2.6849 0.5490 -2.7656 0.530 0.740 0.049
C -2.0877 0.6511 -4.1870 0.240 -0.604 0.002
C -1.1340 -0.5263 -4.4965 -0.752 0.381 -0.054
C -2.1670 -0.4842 3.3168 0.564 0.545 0.046
S -2.3153 -1.5816 4.5010 -0.178 -0.119 -0.005
S -1.0981 0.9096 3.6285 -0.335 -0.293 -0.161
C -0.2898 1.2996 2.0327 -0.590 0.202 0.141
C 0.1837 2.7634 2.0833 0.289 -0.494 0.294
C 1.5232 2.8732 2.8455 0.206 0.801 -0.631
P 2.9463 2.2298 1.8235 0.101 -1.415 -0.019
C 2.7541 3.1027 0.1930 -0.390 -0.099 -0.427
C 2.0999 2.0965 -0.8217 0.303 0.167 0.919
C 4.4727 2.8000 2.7187 -0.215 1.466 0.165
C 5.2857 3.9025 2.0093 0.524 -0.595 0.297
C 6.0932 3.4199 0.8071 -0.984 0.768 0.707
C 6.4454 2.1083 0.6009 -0.017 -0.395 0.415
C 7.2064 1.7781 -0.5033 0.025 -0.993 0.110
C 7.5800 2.7408 -1.3933 0.860 0.414 -1.337
C 7.2330 4.0618 -1.2039 -0.178 0.502 0.058
C 6.4722 4.3850 -0.1055 0.032 0.619 -0.075
H -3.0459 -7.6148 -2.3194 -0.118 0.060 0.140
H -3.0320 -8.8453 -1.0612 -0.249 0.133 -0.046
H -4.0738 -7.4291 -0.8523 0.041 -0.020 -0.303
H -1.1713 -7.8192 -0.2993 -0.128 0.127 0.108
H -2.2745 -6.6818 0.4710 0.056 -0.085 -0.102
H -0.1994 -6.0555 -1.3443 -0.137 0.019 -0.240
H -1.6823 -5.9132 -2.3409 0.225 -0.241 0.072
H -1.3615 -3.7914 -1.5112 -0.184 -0.024 0.135
H -2.6223 -4.4278 -0.4233 0.090 0.013 -0.171
H 0.3440 -4.6260 0.2044 -0.147 0.008 0.136
H -0.9434 -4.7457 1.3682 -0.134 0.204 -0.107
H -0.3251 -2.5913 1.8394 0.196 0.133 -0.193
H 0.5263 -2.3049 0.3365 -0.082 -0.396 -0.187
H -1.9163 -1.9097 -0.6974 0.039 -0.211 0.156
H -1.1668 -0.7402 0.3616 -0.067 -0.137 -0.201
H -2.7064 -2.6485 2.0078 0.110 0.254 0.119
H -3.6448 -1.8733 0.7503 -0.037 0.026 0.354
H -4.9167 -0.6845 2.6243 0.249 -0.164 -0.192
H -4.1635 0.8886 2.8548 0.015 -0.264 0.058
H -5.7450 0.9325 0.9600 0.120 -0.030 -0.085
H -4.6808 -0.1701 0.0568 -0.256 -0.009 0.216
H -2.7542 1.4921 0.4358 -0.207 -0.031 0.320
H -4.0466 2.6447 0.9155 0.391 -0.153 0.109
H -4.3638 3.1270 -1.2562 -0.124 -0.196 0.105
H -4.8747 1.4788 -1.5848 0.120 0.030 0.076
H -1.8819 2.0336 -1.4253 -0.196 0.200 -0.028
H -2.7432 2.7115 -2.7970 -0.142 -0.067 0.140
H -2.0022 -0.0741 -2.1748 -0.416 -0.224 -0.026
H -3.6824 0.1005 -2.8165 0.242 -0.188 0.093
H -2.8965 0.6086 -4.9264 0.104 0.297 0.091
H -1.5371 1.5890 -4.3246 -0.199 -0.042 0.063
H -0.2202 -0.4557 -3.8996 -0.087 -0.130 -0.111
H -0.9014 -0.5286 -5.5658 0.221 -0.099 0.192
H -1.6695 -1.4546 -4.2634 0.323 -0.013 -0.026
H 0.5360 0.5910 1.9249 0.009 0.244 -0.121
H -0.9987 1.1536 1.2165 0.028 -0.065 0.241
H 0.2299 3.1317 1.0529 0.244 0.067 0.183
H -0.5381 3.4007 2.6067 -0.123 -0.261 -0.163
H 1.6787 3.9263 3.1243 0.070 -0.196 0.053
H 1.4628 2.2745 3.7608 0.116 0.112 -0.086
H 2.0911 3.9704 0.2955 0.304 0.038 0.038
H 3.6978 3.4275 -0.2508 -0.018 0.125 0.424
H 1.7125 1.2508 -0.2426 -0.238 0.058 -0.331
H 2.8689 1.6831 -1.4792 -0.229 0.141 -0.114
H 1.2915 2.5791 -1.3766 0.173 -0.187 -0.140
H 4.1323 3.2306 3.6724 0.011 -0.163 -0.120
H 5.1482 1.9866 2.9914 -0.347 -0.161 -0.191
H 6.0197 4.2848 2.7356 -0.160 0.041 -0.091
H 4.6640 4.7585 1.7267 -0.017 -0.207 -0.022
H 6.1372 1.3490 1.3121 0.069 -0.020 -0.169
H 7.5150 0.7519 -0.6806 -0.122 0.067 0.093
H 8.1668 2.4992 -2.2769 -0.047 -0.183 0.192
H 7.5342 4.8562 -1.8796 0.028 -0.261 -0.100
H 6.1580 5.4142 0.0582 0.084 -0.107 -0.013

=====

Entry 2:
19
Properties=species:S:1:pos:R:3:forces:R:3 method="wB97M-V/def2-TZVPD" de_lowest_kcal_mol=75.4 e_homo_ev=-9.477 homo_lumo_gap_ev=10.25 smiles=C[C@@H]1OCC[C@@H]1O.[H][H] lumo_ha=0.02849
C -1.6060 -0.9453 1.0330 0.242 -0.047 -0.460
C -0.9100 -0.0184 -0.0465 0.108 0.463 -0.507
C 0.1792 0.8044 0.6215 -0.266 0.432 -0.152
O 0.9838 -0.0366 1.4341 0.157 0.121 0.034
C 0.9566 1.3715 -0.5519 0.133 0.253 0.084
C 1.0648 0.1721 -1.4689 -0.092 0.113 0.260
O -0.2793 -0.3261 -1.4518 -0.573 0.281 0.952
H -2.3518 -1.6423 0.6423 0.254 0.109 -0.249
H -0.9357 -1.4877 1.7076 0.059 0.120 -0.495
H -2.1716 -0.2475 1.6862 0.346 -0.078 -0.508
H -1.7156 0.5973 -0.4214 -0.097 0.499 0.259
H -0.0502 -2.2598 -0.2793 0.337 -0.839 -0.061
H -0.2972 1.5843 1.2256 0.097 0.046 0.050
H 1.7779 0.4635 1.6644 -0.163 -0.161 0.014
H 1.9058 1.8254 -0.2629 0.031 -0.003 -0.005
H 0.3269 2.1184 -1.0469 0.200 0.072 0.074
H 1.7854 -0.5711 -1.0865 -0.309 0.048 0.027
H 1.3987 0.4531 -2.4816 -0.619 -0.243 0.214
H -0.0615 -1.8554 -0.9170 0.157 -1.186 0.469

=====

Entry 3:
10
Properties=species:S:1:pos:R:3:forces:R:3 method="wB97M-V/def2-TZVPD" de_lowest_kcal_mol=59.3 e_homo_ev=-9.447 homo_lumo_gap_ev=10.42 lumo_ha=0.03584
C -0.4649 0.7650 -0.0042 2.420 -0.100 -0.796
C 0.5497 -0.3861 -0.0938 0.030 3.555 1.058
C 1.8453 -0.1485 0.0551 -0.613 1.337 -0.259
H -3.0228 -0.6440 0.0836 -0.090 -0.194 -0.044
H -0.1019 1.8251 -0.0446 -0.244 -1.145 0.069
H 0.2071 -1.3418 -0.1686 -1.123 -2.382 -0.444
H 2.5963 -0.8876 -0.0345 0.532 -0.726 0.067
H 2.1678 0.8820 0.1981 0.155 -0.185 0.004
N -1.7124 0.6344 -0.0395 -0.493 0.218 0.500
O -2.0642 -0.6987 0.0483 -0.574 -0.378 -0.154